Entry 1:
119
Properties=species:S:1:pos:R:3:forces:R:3 method="wB97M-V/def2-TZVPD" total_charge=-1 homo_energy_ev=-7.3748 lumo_ev=2.079 energy_ev=-80538.056 e_above_lowest_kcal_mol=0.00
Cl 0.688 0.414 -0.489 -1.28 2.64 0.34
O -0.667 0.664 -0.163 -2.21 -0.17 0.39
O 1.433 1.348 0.300 1.69 -0.30 1.01
O 0.962 -0.953 -0.274 1.22 -1.72 0.35
O 0.894 0.780 -1.846 0.62 -0.35 -2.12
C 4.679 -6.018 0.333 0.43 -0.31 -0.67
O 3.964 -5.019 0.968 -0.34 0.20 0.84
H 4.056 -6.658 -0.291 -0.30 -0.42 0.21
H 5.392 -5.607 -0.382 0.49 0.13 0.06
H 5.209 -6.602 1.086 -0.03 -0.08 -0.11
H 3.500 -4.518 0.294 -0.16 0.51 -0.29
C -0.316 4.600 1.163 0.42 0.57 -0.99
O -0.976 3.434 1.529 -0.68 -0.66 1.23
H -0.777 4.946 0.238 0.20 0.58 -0.11
H -0.408 5.364 1.934 -0.28 -0.17 0.13
H 0.745 4.453 0.960 0.08 -0.11 0.05
H -0.783 2.701 0.940 0.16 -0.21 -0.26
C -0.422 -6.581 -0.539 -0.19 0.87 1.60
O -1.528 -7.007 -1.265 -0.30 -0.93 -1.25
H -0.669 -6.715 0.515 0.23 0.15 0.44
H 0.507 -7.134 -0.675 -0.30 -0.15 -0.77
H -0.272 -5.511 -0.681 0.48 0.05 -0.08
H -2.221 -6.345 -1.212 0.08 0.07 0.12
C -3.524 -0.284 2.437 0.82 2.15 0.25
O -4.607 -0.924 1.882 -0.48 -2.06 0.35
H -2.826 0.073 1.680 0.30 -0.15 -0.23
H -3.893 0.632 2.898 0.20 0.26 0.53
H -2.938 -0.822 3.183 -0.47 -0.54 -0.09
H -4.904 -0.420 1.121 -0.32 0.39 -0.68
C -0.686 1.345 4.030 -0.49 -0.15 -0.24
O 0.013 0.865 5.124 0.64 -0.20 1.07
H -0.791 0.553 3.289 -0.38 -0.05 -0.33
H -1.650 1.608 4.465 -0.21 0.23 -0.63
H -0.223 2.191 3.521 -0.04 0.25 0.18
H 0.909 0.642 4.861 0.33 -0.06 0.17
C 4.768 0.484 -0.020 0.66 0.42 1.02
O 6.091 -0.034 -0.225 -0.31 0.04 -0.57
H 4.854 1.462 0.453 -0.09 0.31 -0.06
H 4.215 0.645 -0.946 0.20 -0.55 0.00
H 4.261 -0.135 0.720 -0.50 -0.21 -0.49
H 6.553 0.046 0.612 0.00 -0.04 -0.02
C 1.223 -4.993 2.597 -0.04 0.66 -0.11
O 0.069 -5.297 3.391 0.76 -0.32 -0.31
H 0.963 -4.888 1.544 -0.12 -0.06 -0.16
H 1.615 -4.026 2.913 -0.06 -0.04 0.13
H 2.042 -5.711 2.657 -0.15 -0.16 0.25
H -0.028 -6.246 3.283 -0.41 -0.06 0.20
C 3.248 3.376 2.567 0.00 0.06 0.38
O 3.478 4.775 2.406 -0.28 -0.09 -0.42
H 3.817 3.069 3.445 0.11 -0.54 -0.10
H 2.209 3.091 2.731 -0.23 0.33 0.05
H 3.532 2.833 1.665 0.33 0.24 0.07
H 2.878 5.248 2.988 -0.03 -0.02 0.00
C -4.423 4.138 0.288 -0.26 0.67 0.42
O -4.425 3.004 -0.573 -0.24 0.08 1.31
H -5.153 4.889 -0.015 -0.17 0.03 -0.34
H -4.674 3.928 1.327 -0.15 -0.82 -0.19
H -3.479 4.670 0.404 0.40 -0.31 -0.54
H -3.963 3.248 -1.378 0.21 0.20 -0.61
C -1.796 3.339 -2.767 0.00 -0.07 -0.09
O -3.132 3.842 -2.813 -0.18 0.11 -0.12
H -1.302 3.842 -1.935 0.12 -0.11 -0.19
H -1.802 2.258 -2.623 0.13 -0.06 0.18
H -1.310 3.560 -3.717 0.34 0.11 0.17
H -3.488 3.598 -3.670 -0.23 -0.02 0.02
C -1.112 -2.931 -2.759 -0.57 0.80 0.30
O -0.205 -1.964 -3.314 -0.04 -0.40 0.08
H -1.624 -2.541 -1.879 -0.06 0.32 0.05
H -1.884 -3.066 -3.517 0.15 -0.51 0.04
H -0.661 -3.855 -2.399 0.38 -0.11 -0.60
H 0.081 -1.364 -2.621 0.21 0.11 0.29
C -1.926 0.587 -5.440 0.60 0.13 0.94
O -2.319 -0.427 -4.484 -0.48 0.81 -1.54
H -1.404 1.358 -4.872 -0.21 0.50 -0.06
H -1.191 0.325 -6.201 0.02 -0.88 -0.02
H -2.755 1.025 -5.995 -0.38 -0.27 0.48
H -1.514 -0.752 -4.075 0.45 -0.33 0.13
C -1.814 -2.862 1.100 1.28 0.87 0.79
O -3.148 -3.092 0.804 -0.15 -0.85 -0.83
H -1.540 -1.808 1.056 -0.15 0.31 -0.14
H -1.549 -3.169 2.112 0.00 -0.33 0.21
H -1.083 -3.321 0.433 -0.44 -0.51 -0.35
H -3.664 -2.370 1.171 -0.52 0.36 0.21
C -3.780 3.863 4.034 0.46 -0.29 -0.14
O -2.944 4.703 3.248 -0.46 0.44 0.66
H -4.820 3.928 3.713 -0.08 -0.12 -0.16
H -3.424 2.833 3.996 -0.26 -0.14 -0.22
H -3.761 4.107 5.096 0.21 0.49 0.01
H -2.400 4.174 2.661 0.19 -0.45 -0.16
C 2.703 4.191 -1.376 1.47 -0.14 -1.40
O 1.320 4.170 -1.515 -0.72 -0.17 0.67
H 3.084 5.194 -1.188 -0.20 -0.10 0.32
H 3.143 3.438 -0.722 -0.40 0.24 0.77
H 3.094 3.872 -2.342 0.56 0.25 -0.39
H 1.135 3.231 -1.441 -0.68 -0.31 -0.07
C 3.562 -2.791 -2.138 -0.10 1.33 -0.90
O 2.918 -3.346 -1.016 0.32 -0.42 0.04
H 4.070 -1.850 -1.928 0.26 0.05 0.56
H 4.310 -3.409 -2.635 -0.35 -0.57 0.41
H 2.798 -2.478 -2.849 -0.04 -0.37 -0.45
H 2.208 -2.729 -0.822 -0.29 0.12 0.38
C 2.792 -0.153 3.232 0.29 -1.29 -0.51
O 2.633 0.268 4.556 -0.44 0.73 0.71
H 3.048 -1.213 3.229 0.47 -0.16 -0.16
H 1.839 -0.163 2.705 -0.06 0.69 0.15
H 3.546 0.416 2.688 -0.15 0.12 -0.04
H 3.417 0.149 5.097 0.05 -0.12 -0.29
C -4.689 -0.160 -1.440 1.04 -1.22 -2.30
O -5.374 0.330 -0.380 -1.27 0.72 1.66
H -4.807 -1.243 -1.454 0.45 -0.09 0.19
H -5.066 0.145 -2.416 -0.46 0.36 -0.15
H -3.644 0.149 -1.472 0.32 -0.31 0.33
H -5.215 1.277 -0.357 0.06 0.75 0.18
C 2.032 0.416 -5.048 -0.38 -0.27 1.01
O 2.008 0.389 -6.453 0.54 -0.21 -0.41
H 1.032 0.188 -4.677 -0.01 0.28 0.14
H 2.675 -0.365 -4.642 0.09 -0.11 0.03
H 2.395 1.359 -4.640 -0.17 0.20 -0.10
H 2.759 -0.172 -6.663 -0.12 0.13 -0.62

Entry 2:
84
Properties=species:S:1:pos:R:3:forces:R:3 method="wB97M-V/def2-TZVPD" homo_energy_ev=-10.9406 lumo_ev=-0.075 smiles="COC(=O)OC.COC(=O)OC.O=C1OCCO1.O=C1OCCO1.O=C1OCCO1.O=C1OCCO1.O=C1OCCO1.O=C1OCCO1" energy_ev=-74612.062 e_above_lowest_kcal_mol=0.00
C -1.513 -1.907 0.326 -0.96 -0.07 0.42
O -0.777 -0.886 1.013 0.44 -0.36 0.15
C -0.239 0.069 0.262 -0.40 0.89 0.28
O -0.444 0.265 -0.902 0.09 -0.29 -0.56
O 0.471 0.881 1.051 -0.11 -0.31 0.19
C 0.967 2.072 0.440 1.11 0.43 -0.25
H -0.878 -2.700 -0.055 0.10 0.24 -0.28
H -2.165 -1.474 -0.427 0.36 -0.04 -0.33
H -2.185 -2.338 1.067 0.21 0.03 0.18
H 1.714 1.841 -0.327 -0.29 -0.21 -0.05
H 1.519 2.612 1.207 -0.35 -0.01 0.21
H 0.214 2.714 -0.007 -0.33 -0.20 0.13
C 0.321 -4.895 -4.469 -0.15 0.81 -0.42
O 0.966 -5.190 -3.237 0.14 -0.55 -0.12
C 0.960 -4.240 -2.325 -0.15 -0.23 0.18
O 0.452 -3.157 -2.442 0.00 0.50 0.11
O 1.596 -4.704 -1.249 0.16 -0.26 0.11
C 1.898 -3.770 -0.229 0.12 0.59 0.03
H -0.731 -4.643 -4.333 0.00 -0.25 0.17
H 0.443 -5.752 -5.119 -0.01 -0.18 0.15
H 0.778 -4.021 -4.943 0.09 -0.13 0.08
H 2.187 -4.305 0.672 -0.01 -0.33 -0.18
H 1.055 -3.120 0.004 0.04 -0.06 -0.16
H 2.749 -3.160 -0.539 -0.04 0.07 0.05
O -2.881 3.273 -3.470 0.33 0.61 -0.31
C -3.333 2.478 -2.727 -0.59 -0.55 0.12
O -3.075 2.385 -1.412 0.17 0.07 0.24
C -3.624 1.173 -0.877 -0.09 0.35 -0.12
C -4.499 0.644 -2.015 -0.27 -0.18 0.03
O -4.236 1.533 -3.094 0.25 -0.25 -0.16
H -2.784 0.514 -0.686 -0.06 -0.06 0.23
H -4.177 1.419 0.026 0.09 -0.15 0.06
H -5.573 0.658 -1.831 0.05 0.12 0.23
H -4.227 -0.379 -2.275 0.08 0.11 -0.23
O 1.972 5.387 0.333 -0.64 0.64 0.39
C 2.692 4.728 -0.321 0.72 -0.73 -0.19
O 3.873 4.222 0.129 0.09 -0.10 -0.30
C 4.569 3.608 -0.961 -0.12 -0.06 -0.12
C 3.490 3.436 -2.035 -0.16 -0.16 0.57
O 2.452 4.318 -1.581 0.13 0.26 -0.48
H 5.370 4.271 -1.290 0.01 -0.02 0.05
H 4.981 2.654 -0.639 0.06 0.07 0.09
H 3.044 2.442 -2.056 0.26 0.00 -0.04
H 3.844 3.681 -3.032 -0.23 0.22 -0.05
O 0.688 4.882 3.466 0.02 -0.26 -0.16
C -0.397 5.056 3.016 -0.15 0.32 0.26
O -1.497 5.269 3.784 0.09 0.04 -0.09
C -2.625 5.547 2.965 -0.08 -0.06 -0.34
C -2.096 5.296 1.522 -1.02 0.51 1.18
O -0.710 5.107 1.705 0.31 -0.46 -0.01
H -3.424 4.857 3.225 0.01 -0.09 0.03
H -2.994 6.557 3.148 0.28 0.07 -0.03
H -2.250 6.159 0.884 -0.03 -0.10 -0.25
H -2.626 4.416 1.167 0.51 -0.16 -0.59
O -0.392 -6.730 0.155 0.01 -0.16 -0.21
C -0.209 -6.103 1.139 -0.38 0.22 0.20
O -0.677 -4.837 1.337 0.15 -0.08 0.06
C -0.114 -4.301 2.536 -0.07 -0.25 0.01
C 0.392 -5.549 3.281 -0.10 0.14 -0.76
O 0.445 -6.534 2.233 0.25 0.04 0.20
H 0.698 -3.632 2.248 -0.05 0.08 0.21
H -0.891 -3.760 3.070 0.04 0.06 0.00
H -0.296 -5.905 4.042 0.06 0.05 0.14
H 1.401 -5.411 3.657 -0.03 -0.09 0.25
O -4.118 -0.015 2.681 -0.23 -0.01 -0.35
C -3.071 0.009 3.237 -0.03 -0.39 0.17
O -2.320 -1.101 3.492 -0.21 0.07 0.23
C -1.285 -0.714 4.377 1.13 0.45 0.62
C -1.137 0.774 4.104 0.27 -0.48 -0.52
O -2.485 1.106 3.726 0.22 0.51 0.20
H -1.529 -0.875 5.432 -0.50 -0.19 -0.17
H -0.354 -1.251 4.197 -0.19 -0.12 -0.39
H -0.498 0.959 3.241 0.02 0.00 0.01
H -0.758 1.346 4.944 -0.46 0.18 0.14
O 4.320 1.180 -4.989 0.29 0.12 -0.23
C 3.649 0.501 -4.289 -0.46 -0.24 0.53
O 2.475 0.901 -3.736 0.18 0.08 0.11
C 2.061 -0.050 -2.750 -0.49 -0.48 -0.39
C 2.806 -1.303 -3.202 0.03 0.08 0.46
O 3.936 -0.764 -3.896 -0.02 0.07 -0.29
H 2.295 0.290 -1.738 0.34 0.03 -0.14
H 0.982 -0.161 -2.800 0.01 0.00 -0.05
H 2.194 -1.930 -3.849 0.09 0.14 -0.24
H 3.174 -1.923 -2.390 0.04 0.07 0.07

Entry 3:
14
Properties=species:S:1:pos:R:3:forces:R:3 method="wB97M-V/def2-TZVPD" homo_energy_ev=-9.7442 lumo_ev=0.454 smiles="NC(N)=O.O.O" energy_ev=-10290.294 e_above_lowest_kcal_mol=16.45
N 0.669 -1.676 -1.304 0.16 0.07 0.27
C 1.183 -0.667 -0.508 -0.01 0.24 0.11
N 0.793 -0.744 0.805 -0.05 -0.42 -0.05
O 1.892 0.228 -0.918 -0.06 0.03 -0.18
H 0.501 -2.552 -0.839 -0.07 -0.09 -0.23
H 1.081 -1.730 -2.220 0.06 -0.04 0.05
H 0.978 0.024 1.419 0.15 0.04 -0.06
H 0.206 -1.491 1.126 -0.16 0.16 0.06
O -1.750 0.982 -1.096 0.48 -0.34 -0.17
H -2.366 1.530 -1.583 -0.21 0.14 0.26
H -1.961 1.008 -0.160 -0.32 0.17 0.02
O -1.793 1.371 2.453 -0.15 -0.14 -0.21
H -1.727 1.236 3.402 0.06 0.06 0.03
H -0.994 1.828 2.184 0.11 0.12 0.09